50
Properties=species:S:1:pos:R:3:mulliken_charge:R:1 method="wB97M-V/def2-TZVPD" multiplicity=1 e_lumo_ev=-5.10 energy_ev=-31403.2708 total_charge=+1 homo_energy_ev=-10.9
C 3.59896 -2.63656 -1.60733 -0.5640
C 3.75592 -1.45479 -0.87700 -0.5751
C 3.01352 -1.21139 0.28939 -0.2916
C 2.12697 -2.19334 0.74869 0.5692
C 1.59817 -2.28814 2.16825 0.9224
N 1.59151 -1.21886 3.15627 -0.2613
C 0.46308 -0.72804 3.64645 -0.0830
N -0.29244 0.33597 3.19938 -0.1811
C -1.56009 0.43780 3.89767 -0.5664
C -1.33138 -0.42322 5.13159 -0.5894
N -0.16826 -1.19445 4.76944 -0.0517
C 1.91523 -3.34394 -0.02793 -0.5852
C 2.65565 -3.57521 -1.17797 -0.5107
H 4.17808 -2.83307 -2.50720 0.4100
H 4.50127 -0.73784 -1.20603 0.4115
H 3.14307 -0.28364 0.85133 0.3780
H 0.68088 -2.91641 2.23562 0.3037
H 2.39089 -2.98393 2.51848 -0.8275
H -0.11245 0.80800 2.32195 0.2520
H -1.80040 1.45386 4.21665 0.3262
H -2.37945 0.02958 3.28940 0.2979
H -1.12184 0.24318 5.98373 0.3138
H -2.18473 -1.06943 5.36588 0.3476
H 0.28683 -1.88573 5.36523 0.3117
H 1.19382 -4.08424 0.32371 0.3506
H 2.51057 -4.49998 -1.72092 0.4193
F 1.03290 -4.98734 9.03414 -0.2857
C 1.53595 -4.35579 7.92841 0.3925
C 1.45899 -2.96585 7.84972 -0.7839
C 1.93564 -2.33933 6.70354 -0.3957
C 2.62176 -3.07034 5.68025 1.0327
C 3.26367 -2.39291 4.59220 -0.7780
C 4.25808 -3.03306 3.74522 0.9058
C 5.44228 -2.36270 3.34486 -0.6702
C 6.20416 -2.85514 2.29201 -0.7145
C 5.86786 -4.04044 1.62203 -0.4819
C 4.71932 -4.72990 2.00270 -0.8217
C 3.93239 -4.25334 3.05321 -0.5648
C 2.72391 -4.47961 5.85927 -0.2752
C 2.14545 -5.12235 6.94445 -0.8886
H 0.98177 -2.39208 8.63319 0.4627
H 1.84756 -1.25622 6.59645 0.6206
H 3.15848 -1.29899 4.55250 0.3726
H 5.71718 -1.44875 3.88493 0.4525
H 7.08246 -2.30409 1.97500 0.4364
H 6.48280 -4.42119 0.80152 0.4256
H 4.40551 -5.63123 1.47021 0.3827
H 2.95067 -4.71736 3.21490 0.5673
H 3.29835 -5.06776 5.14860 0.6048
H 2.16321 -6.20654 7.00313 0.4773


67
Properties=species:S:1:pos:R:3:mulliken_charge:R:1 method="wB97M-V/def2-TZVPD" multiplicity=1 e_lumo_ev=-4.04 relative_energy_kj_mol=17.1 energy_ev=-82740.5170 total_charge=+1 homo_energy_ev=-11.3
Al -1.22144 -1.49853 -1.01977 -1.0806
O 1.89280 4.71615 -2.20885 -0.6262
N 2.59896 3.84282 -1.75109 1.0860
O 3.71860 3.99473 -1.31780 -0.5863
C 2.06316 2.46457 -1.75484 0.4876
C 2.97109 1.47895 -1.89299 -1.0984
C 2.55788 0.10944 -1.89775 0.8007
C 3.43258 -0.98115 -2.04629 -0.3869
C 2.93091 -2.25678 -1.98056 -1.0963
C 1.56384 -2.44620 -1.75647 -0.0407
N 0.72162 -1.43188 -1.62630 0.1039
C 1.21049 -0.17297 -1.70585 -0.5363
C 0.25637 0.88732 -1.57764 0.2620
N -1.02196 0.48114 -1.43151 0.3082
C -1.96946 1.39369 -1.33436 -0.1809
C -1.67937 2.75996 -1.37585 -0.9889
C -0.38379 3.18423 -1.50259 -0.6421
C 0.64669 2.22478 -1.62001 0.7746
H 4.01917 1.73006 -1.98178 0.5414
H 4.48954 -0.80666 -2.20510 0.5451
H 3.57200 -3.11930 -2.08782 0.4378
H 1.13645 -3.43505 -1.67525 0.5744
H -2.97772 1.02475 -1.21163 0.5374
H -2.48500 3.47308 -1.28220 0.4564
H -0.15244 4.23679 -1.52083 0.5921
Cl -7.07474 -5.46750 -1.92381 -0.2014
C -5.81879 -4.28614 -1.80469 0.0777
C -6.15474 -2.92035 -1.81218 -0.5890
C -5.19222 -1.94662 -1.72073 -0.5952
C -3.83915 -2.29726 -1.60640 0.1612
O -2.92406 -1.35858 -1.52303 -0.1935
C -3.50570 -3.67308 -1.60827 1.3643
C -2.16338 -4.08371 -1.53219 -0.1207
O -1.16416 -3.32129 -1.43453 -0.3014
C -4.51279 -4.66149 -1.70725 -1.0019
H -7.19771 -2.64308 -1.89172 0.4355
H -5.46024 -0.89919 -1.72618 0.4778
H -1.95080 -5.15465 -1.58295 0.4799
H -4.23921 -5.70897 -1.70158 0.4444
C 5.59892 2.05967 1.59738 -1.7096
C 4.12027 2.02580 1.85999 0.8481
C 3.49758 3.08016 2.52510 -0.7758
C 2.13321 3.07148 2.76077 -0.5493
C 1.37342 2.00506 2.30121 0.3467
C 1.96515 0.94881 1.62110 -0.0189
C 3.33710 0.95876 1.42620 -1.0884
S -0.36435 2.00109 2.59038 1.2802
O -0.75054 3.26042 3.15087 -0.8076
O -0.96955 1.53093 1.36963 -0.3057
N -0.57909 0.89069 3.76864 -0.3595
C -0.68138 -0.53011 3.43781 -0.4011
C -2.01514 -0.97135 2.81587 -0.5313
C -1.89329 -1.79632 1.55536 0.4307
O -2.65974 -2.69052 1.26959 -0.6162
O -0.95262 -1.37547 0.71427 0.3332
H 6.14990 2.35218 2.49097 0.4590
H 5.82990 2.78971 0.81881 0.3044
H 5.96860 1.08738 1.27359 0.3746
H 4.09165 3.91864 2.86728 0.4570
H 1.65010 3.88454 3.28545 0.5611
H 1.35478 0.13282 1.25056 0.1980
H 3.81260 0.12145 0.92739 0.4482
H -1.15508 1.25214 4.51696 0.2948
H -0.48983 -1.07920 4.35838 0.4797
H 0.13767 -0.76496 2.76212 0.0307
H -2.56509 -0.08013 2.50325 0.2337
H -2.63846 -1.51566 3.52173 0.4015